Record 1
DFT (ωB97M-V/def2-TZVPD) results for a cluster of 5 separate species, C8H14Br6Cl6 in total.

ORCA input file:
```
! wB97M-V def2-TZVPD RIJCOSX def2/J DEFGRID3
* xyz 0 1
Cl 6.64 -4.71 0.07
C 8.39 -4.96 0.00
Cl 8.83 -6.60 0.52
Cl 9.28 -3.88 1.09
H 8.87 -4.90 -0.98
Cl 12.12 -4.39 -3.65
C 11.31 -4.52 -5.15
Cl 9.65 -5.26 -5.03
Cl 12.32 -5.55 -6.18
H 11.23 -3.51 -5.56
Br 2.23 -7.39 2.11
C 3.34 -8.67 1.04
C 4.49 -9.36 1.78
Br 5.37 -10.69 0.69
H 3.76 -8.07 0.23
H 2.66 -9.42 0.64
H 4.10 -9.82 2.69
H 5.25 -8.67 2.14
Br 13.11 -0.47 4.04
C 11.28 -0.07 4.73
C 11.34 0.37 6.15
Br 9.54 0.81 6.78
H 10.60 -0.91 4.58
H 10.86 0.73 4.11
H 11.91 1.28 6.27
H 11.73 -0.47 6.72
Br 9.44 -11.26 -2.84
C 11.03 -10.95 -1.76
C 11.60 -12.42 -1.50
Br 12.96 -12.19 -0.16
H 10.77 -10.49 -0.80
H 11.77 -10.34 -2.27
H 12.04 -12.92 -2.36
H 10.78 -13.09 -1.23
*
```

gap between HOMO and LUMO: 0.38644 Eh
SMILES: ClC(Cl)Cl.ClC(Cl)Cl.BrCCBr.BrCCBr.BrCCBr

Record 2
DFT (ωB97M-V/def2-TZVPD) results for a cluster of 2 separate species, C4H13NO2 in total.

ORCA input file:
```
! wB97M-V def2-TZVPD RIJCOSX def2/J DEFGRID3
* xyz 0 1
N 1.43 -1.22 0.67
C 0.43 -0.50 1.50
C 0.41 0.97 1.07
C 0.12 1.20 -0.40
C -1.30 0.94 -0.87
O -2.27 1.63 -0.11
H 2.26 -1.46 1.18
H 1.11 -2.09 0.27
H 0.84 -0.54 2.50
H -0.52 -0.98 1.27
H -0.38 1.48 1.62
H 1.35 1.42 1.37
H 0.36 2.27 -0.58
H 0.82 0.70 -1.07
H -1.37 1.30 -1.89
H -1.54 -0.13 -0.94
H -2.59 1.04 0.59
O -0.07 -2.18 -2.01
H 0.43 -2.13 -2.83
H 0.46 -1.71 -1.35
*
```

gap between HOMO and LUMO: 0.37901 Eh
SMILES: NCCCCO.O

Record 3
DFT (ωB97M-V/def2-TZVPD) results for a cluster of 3 separate species, C4H13NO3 in total.

ORCA input file:
```
! wB97M-V def2-TZVPD RIJCOSX def2/J DEFGRID3
* xyz 0 1
C -2.12 -1.15 0.41
C -1.24 -0.16 -0.36
C -0.24 0.62 0.68
C 0.66 1.52 -0.16
N 1.48 2.32 0.90
O -0.09 2.22 -0.96
H -2.72 -0.61 1.15
H -1.39 -1.83 0.91
H -2.73 -1.73 -0.21
H -0.55 -0.72 -0.98
H -1.89 0.37 -1.05
H -0.83 1.10 1.49
H 0.43 -0.13 1.10
H 0.77 3.10 1.03
H 2.37 2.70 0.73
H 1.34 0.79 -0.66
H 0.84 -2.03 -0.13
O -0.36 -2.87 -0.52
H -0.09 -3.75 -0.47
H 2.31 -1.90 0.25
O 1.62 -1.43 -0.13
*
```

gap between HOMO and LUMO: 0.12625 Eh